(1)
{
  "formula": "C41H55F6N3O9PSSr",
  "method": "ωB97M-V/def2-TZVPD",
  "gap_ha": [0.1537, 0.1600],
  "e_tot_ev": -103579.885,
  "s2": 0.78,
  "de_lowest_kj_mol": 278.3,
  "spin_multiplicity": 2,
  "max_force_ev_per_a": 4.4,
  "total_charge": -2,
  "homo_energy_ev": [-1.16, -1.33],
  "symbols": ["Sr", "S", "P", "F", "F", "F", "F", "F", "F", "O", "O", "O", "O", "O", "O", "O", "O", "O", "N", "N", "N", "C", "C", "C", "C", "C", "C", "C", "C", "C", "C", "C", "C", "C", "C", "C", "C", "C", "C", "C", "C", "C", "C", "C", "C", "C", "C", "C", "C", "C", "C", "C", "C", "C", "C", "C", "C", "C", "C", "C", "C", "C", "H", "H", "H", "H", "H", "H", "H", "H", "H", "H", "H", "H", "H", "H", "H", "H", "H", "H", "H", "H", "H", "H", "H", "H", "H", "H", "H", "H", "H", "H", "H", "H", "H", "H", "H", "H", "H", "H", "H", "H", "H", "H", "H", "H", "H", "H", "H", "H", "H", "H", "H", "H", "H", "H", "H"],
  "xyz": [[1.0618, 0.5220, 2.0324], [0.0760, 6.7526, 1.1969], [2.6805, 1.2593, 5.2741], [3.8115, 2.3635, 5.7718], [3.9471, 0.7047, 4.3204], [2.3115, 2.1666, 3.9733], [1.6415, 0.0181, 4.5941], [1.4808, 2.0034, 6.0846], [3.0612, 0.2147, 6.4422], [-1.9737, 3.9640, 1.8527], [0.5670, 8.1536, 1.2473], [0.2313, 1.1580, -1.0703], [0.3700, 5.7644, 2.2308], [-0.2570, 2.5905, 1.6415], [-0.7328, 6.4103, 0.0449], [1.3726, -2.0786, 1.5999], [-1.2670, 0.8132, 3.5074], [2.2087, 0.2247, -1.7023], [-0.5042, -0.3853, 0.3526], [2.8190, 2.5243, 1.1575], [4.1764, 0.1117, 1.5077], [1.1495, 0.7503, -2.0577], [1.8837, 2.8273, -4.7445], [-4.7865, -2.9955, 0.4510], [0.2321, -2.5450, 1.2021], [-3.8310, -4.0393, 1.1116], [3.9446, 4.5273, -0.5555], [-1.3713, -4.3034, 1.4227], [6.4542, 1.8509, -0.7954], [-0.7497, 1.0797, -3.6962], [-4.3917, -4.4962, 2.4967], [-3.3094, 0.7496, -3.5001], [-4.1882, -0.4841, -3.3206], [-1.3391, 2.9409, 2.1924], [2.1862, -4.7265, 0.3973], [0.5570, -6.4016, 1.2946], [4.7282, 1.0736, 0.7047], [4.0377, 2.3162, 0.5447], [-0.8300, -1.6694, 0.6945], [-0.0357, -3.9671, 1.3046], [4.5751, 3.3227, -0.3284], [-1.4983, 2.9580, 4.6490], [-3.7942, -5.1408, 0.0638], [-1.6335, -0.2003, -1.8414], [1.0734, -4.9952, 1.4625], [5.7777, 3.0576, -1.0363], [2.7171, 4.7428, 0.0207], [-2.1390, -2.1232, 0.8181], [-0.7110, 0.2479, -0.7889], [2.9494, 0.5772, -4.5128], [-3.6909, 1.9901, -2.7119], [-3.3094, 1.0239, -5.0882], [0.6173, 0.9773, -3.4107], [2.2278, 3.6924, 0.8833], [-1.8786, 0.4794, -3.0234], [-1.8950, 2.1775, 3.4190], [-2.4695, -3.4653, 1.1289], [5.8929, 0.8633, -0.0015], [1.5839, -4.8098, 2.9714], [0.9949, 0.8104, -5.9635], [1.5501, 1.2869, -4.5941], [-3.3601, 1.9825, 3.1289], [-3.8867, -3.9789, 3.3536], [1.8123, -4.4561, -0.6322], [2.3608, 3.2380, -3.8347], [-3.6599, 1.7071, -1.6820], [6.2834, -0.1971, -0.0635], [-4.4586, -2.8201, -0.6032], [-1.0634, 1.5998, -4.6320], [7.4733, 1.6642, -1.1135], [-5.2295, -0.2075, -3.5847], [1.8559, -3.7567, 3.1178], [-2.9513, -1.4740, 0.6246], [-2.8625, 2.0017, -5.3680], [1.6042, 1.0426, -6.8456], [4.6820, -0.8118, 1.3549], [3.3650, 0.5204, -5.5081], [-4.8573, -5.3957, -0.3115], [2.5258, -5.3890, 3.0297], [-3.7934, -1.3064, -3.9602], [-4.3564, 1.0190, -5.3542], [4.0498, 0.3540, 2.4899], [-1.7573, 2.4536, 5.6607], [-2.1061, -1.1653, -1.5980], [0.8847, -0.3105, -5.8532], [-4.1588, -0.8422, -2.2779], [2.7848, -0.4639, -4.1296], [0.8836, -5.1027, 3.7364], [1.3328, -7.1168, 1.6416], [-4.6420, 2.3727, -3.0035], [0.0274, 1.2522, -6.1624], [2.8601, -3.8757, 0.6461], [6.1762, 3.8318, -1.6535], [-3.5810, 1.6703, 2.0931], [0.9851, 3.4866, -4.8731], [-2.9343, 2.7735, -2.8751], [4.4270, 5.1983, -1.2704], [0.2478, -6.7656, 0.3160], [-0.4398, 3.2615, 4.6774], [-5.4613, -4.2446, 2.4800], [-0.2734, -6.6336, 2.0219], [-2.9607, 0.1980, -5.6909], [1.2698, 3.9095, 1.4032], [-5.8572, -3.4224, 0.4803], [-4.7939, -2.0489, 1.0228], [2.4817, 3.0281, -5.6406], [2.0979, 5.6552, -0.1075], [-4.0478, 1.3021, 3.6815], [-3.2667, -4.8202, -0.8992], [2.7077, -5.6494, 0.1508], [-3.7575, 2.9949, 3.0766], [-1.5655, -5.2778, 1.7997], [3.5604, 1.0879, -3.7991], [-3.1678, -6.0096, 0.4339], [-1.5595, 0.3934, 4.3719], [-1.9755, 3.9349, 4.5411], [-4.3171, -5.6078, 2.6713]],
  "forces_ev_per_a": [[0.4, -0.1, 0.0], [-0.2, 0.5, -0.1], [1.3, 0.1, -1.4], [-1.5, -0.5, 0.4], [-0.8, -0.9, 0.5], [-0.5, 0.0, 0.3], [1.1, 1.7, 0.9], [0.9, -1.3, -0.2], [-0.5, 0.9, -0.5], [-0.2, -0.6, 0.6], [-0.8, -3.2, 0.4], [0.4, 2.0, 0.1], [-0.4, 2.5, -1.9], [-0.4, -0.8, 0.8], [1.2, 0.3, 1.6], [-0.3, 0.6, -0.5], [-0.4, 0.4, 1.0], [-1.3, 1.3, -0.4], [0.9, 1.8, -1.2], [0.4, 1.3, -1.0], [0.4, -2.4, -0.1], [0.3, -1.3, -1.1], [-1.1, 0.4, 0.5], [-1.2, -0.4, 0.6], [0.5, 0.0, 0.0], [-1.1, 0.8, -0.9], [-1.5, 1.2, -0.3], [-0.4, 0.4, -0.6], [-0.3, 1.6, -0.6], [-1.6, 0.2, 0.2], [0.2, -0.4, 0.0], [1.9, -0.6, -2.4], [-0.1, 0.0, 0.4], [0.6, 1.4, -1.0], [-0.1, 0.6, -0.7], [-0.2, -1.8, 1.7], [-0.1, 0.8, -0.3], [-0.4, 1.1, -0.4], [-1.0, -2.0, 1.1], [-1.0, 1.5, -0.2], [1.2, -2.2, 0.0], [-0.3, 0.5, 1.5], [-0.1, -1.5, -1.6], [0.5, -0.3, 2.1], [-0.1, 1.5, 0.8], [0.8, -1.7, 1.3], [0.2, -0.8, 0.7], [0.0, -1.8, -0.4], [-0.5, -4.3, -0.3], [-1.8, -1.1, 0.8], [0.5, -0.1, -0.7], [-0.8, 0.6, 1.5], [0.3, 0.6, -0.3], [-0.4, 0.4, 0.6], [2.1, 0.7, -0.5], [0.8, -2.4, -0.1], [2.7, 1.0, 1.1], [-0.4, -1.6, 0.0], [1.6, 0.0, -2.0], [-0.6, -1.2, 0.8], [1.6, 0.8, -1.0], [-1.9, 0.4, -0.8], [-0.5, -0.4, -0.9], [-0.4, 0.0, 1.2], [0.1, -0.4, -0.4], [-0.2, 0.1, 0.8], [-0.1, 1.4, 0.5], [-0.4, 0.0, 0.9], [0.7, -0.5, 0.8], [-0.2, 0.2, -0.7], [0.4, -0.5, 0.1], [-0.2, -0.2, -0.1], [-0.4, 0.9, -0.4], [-0.2, -0.7, 0.1], [0.4, 0.0, 0.5], [-1.2, 1.7, 0.7], [0.4, 0.2, -0.2], [1.5, -0.3, 0.9], [-0.3, 0.0, 0.4], [-0.5, 0.5, 0.3], [-0.6, 0.6, -0.2], [0.2, -0.1, -0.2], [0.2, 0.8, -1.7], [-0.4, 0.9, 0.1], [-0.1, 1.1, -0.5], [-0.2, 0.2, -0.3], [0.3, 0.8, -0.4], [-0.4, -0.3, 0.0], [0.0, 0.3, -0.3], [-1.0, 0.3, -0.1], [-0.3, -0.1, -0.1], [-0.4, -0.8, 0.1], [0.4, 0.3, -0.3], [0.9, -0.2, 0.1], [0.3, -0.8, 0.1], [-0.2, -0.3, 0.1], [-0.3, 0.1, 0.3], [-0.1, 0.6, -0.3], [-0.1, -0.8, -0.2], [0.2, -0.2, 0.4], [0.6, 0.3, -0.8], [0.9, -0.2, 0.1], [0.8, -0.7, -0.6], [1.5, 0.7, -0.3], [-0.1, -0.4, -0.4], [0.3, -0.2, 0.2], [0.7, -0.8, -0.1], [1.0, 0.5, 0.6], [-0.6, 0.0, 1.4], [0.6, -0.1, 0.6], [-0.4, 0.1, 0.5], [-0.5, -0.9, -0.1], [0.7, 0.2, 0.3], [-1.1, 0.6, -0.5], [0.6, 0.9, -1.6], [-0.5, -0.1, 0.4], [0.1, 1.0, -0.3]],
  "lowdin_charge": [1.533, 0.742, 0.325, -0.186, -0.221, -0.210, -0.288, -0.150, -0.145, -0.019, -0.300, 0.026, -0.235, -0.164, -0.237, -0.204, -0.127, 0.077, -0.007, 0.081, 0.105, -0.360, -0.061, -0.089, -0.321, -0.584, -0.043, -0.026, -0.098, -0.006, -0.040, -0.534, -0.065, -0.629, -0.051, -0.100, -0.275, -0.132, -0.234, -0.128, -0.178, -0.024, -0.096, 0.023, -0.511, -0.045, -0.017, 0.005, -0.311, -0.066, -0.036, -0.063, -0.095, -0.098, -0.204, -0.487, -0.229, -0.056, -0.029, -0.088, -0.511, -0.042, 0.090, 0.098, 0.074, 0.079, 0.127, 0.083, 0.083, 0.090, 0.082, 0.069, 0.079, 0.078, 0.069, 0.134, 0.059, 0.091, 0.071, 0.098, 0.051, 0.057, 0.116, 0.101, 0.107, 0.064, 0.097, 0.067, 0.077, 0.064, 0.047, 0.079, 0.085, 0.092, 0.080, 0.101, 0.115, 0.081, 0.085, 0.054, 0.080, 0.070, 0.075, 0.092, 0.078, 0.063, 0.084, 0.088, 0.106, 0.054, 0.074, 0.077, 0.058, 0.084, 0.122, 0.081, 0.079]
}

***

(2)
{
  "formula": "CH5N2O2Si",
  "method": "ωB97M-V/def2-TZVPD",
  "gap_ha": 0.3003,
  "e_tot_ev": -16067.569,
  "de_lowest_kj_mol": 17.6,
  "max_force_ev_per_a": 4.7,
  "total_charge": -1,
  "homo_energy_ev": -4.24,
  "symbols": ["Si", "O", "O", "N", "N", "C", "H", "H", "H", "H", "H"],
  "xyz": [[1.1453, -0.3923, 0.6848], [-1.8059, 3.0626, -0.2495], [1.0751, -0.2226, -0.8431], [-1.6566, 1.8758, -0.4083], [-2.0262, 0.7319, -0.1154], [-1.4797, 0.9053, -1.4528], [1.1483, -1.8310, 1.0178], [0.2702, 0.3769, 1.5346], [-2.0664, 0.9968, -2.3360], [-0.3530, 0.6029, -1.5659], [2.4458, 0.0540, 1.3396]],
  "forces_ev_per_a": [[1.8, -0.4, 0.7], [0.2, 1.3, 1.4], [-0.3, 0.6, -1.8], [-0.9, -1.5, -2.8], [-1.2, -0.1, 2.1], [4.6, 0.4, -0.7], [-0.3, -0.5, 0.6], [-1.0, 0.3, 0.6], [-1.2, -0.1, -0.4], [-1.8, 0.0, 0.2], [0.2, 0.0, 0.0]],
  "lowdin_charge": [0.130, -0.001, -0.596, -0.347, 0.158, -0.113, -0.119, -0.129, 0.074, 0.067, -0.126]
}